(1)
{"formula": "C29H76N7NbO6P", "method": "ωB97M-V/def2-TZVPD", "species": ["C", "O", "C", "C", "C", "Nb", "C", "C", "C", "C", "N", "C", "C", "O", "C", "C", "C", "N", "P", "N", "H", "H", "H", "H", "H", "H", "H", "H", "H", "H", "H", "H", "H", "H", "H", "H", "H", "H", "H", "H", "H", "H", "H", "H", "H", "H", "H", "H", "H", "H", "H", "H", "C", "C", "C", "O", "C", "N", "H", "H", "H", "H", "H", "H", "H", "H", "H", "H", "H", "C", "C", "C", "O", "C", "N", "H", "H", "H", "H", "H", "H", "H", "H", "H", "H", "H", "C", "C", "C", "O", "C", "N", "H", "H", "H", "H", "H", "H", "H", "H", "H", "H", "H", "C", "C", "C", "O", "C", "N", "H", "H", "H", "H", "H", "H", "H", "H", "H", "H", "H"], "coordinates": [[7.846, 0.121, 0.514], [6.587, -0.385, 0.167], [5.498, 0.426, 0.592], [4.359, 0.416, -0.430], [3.142, -0.438, -0.055], [1.428, -0.662, -1.467], [-0.458, -0.327, -2.712], [-1.494, 0.746, -2.318], [-2.628, 0.219, -1.412], [-4.031, 0.659, -1.849], [-5.145, -0.286, -1.681], [-5.854, -0.350, -0.468], [-5.138, 0.015, 0.816], [-7.016, -0.697, -0.453], [1.973, -2.489, -2.636], [2.797, -3.331, -1.755], [4.284, -3.258, -1.980], [2.226, -4.050, -0.849], [2.572, 0.578, -3.508], [3.765, -0.313, -4.122], [8.585, -0.664, 0.340], [7.902, 0.418, 1.573], [8.100, 1.000, -0.099], [5.868, 1.450, 0.758], [5.129, 0.039, 1.556], [4.027, 1.447, -0.592], [4.785, 0.051, -1.375], [2.685, 0.010, 0.847], [3.465, -1.452, 0.235], [1.210, 1.135, -1.185], [0.162, -1.154, -0.245], [-0.183, -0.188, -3.765], [-0.935, -1.320, -2.642], [-1.940, 1.193, -3.220], [-0.995, 1.566, -1.795], [-2.434, 0.542, -0.384], [-2.592, -0.880, -1.387], [-4.333, 1.589, -1.351], [-4.005, 0.889, -2.919], [-4.882, -1.212, -2.000], [-5.498, 0.979, 1.196], [-5.436, -0.731, 1.558], [-4.054, 0.025, 0.742], [0.988, -2.924, -2.856], [2.496, -2.265, -3.570], [4.546, -4.049, -2.692], [4.834, -3.416, -1.047], [4.568, -2.296, -2.418], [2.940, -4.554, -0.315], [1.629, 0.958, -4.507], [3.025, 1.874, -3.149], [4.671, 0.146, -4.108], [-9.293, 2.433, 5.302], [-7.804, 2.340, 5.616], [-6.928, 3.254, 4.753], [-6.718, 2.798, 3.432], [-7.734, 3.096, 2.499], [-7.390, 0.938, 5.558], [-9.533, 1.911, 4.374], [-9.869, 1.964, 6.099], [-9.616, 3.471, 5.205], [-7.651, 2.671, 6.648], [-5.936, 3.294, 5.209], [-7.332, 4.277, 4.738], [-8.191, 4.072, 2.702], [-8.522, 2.339, 2.490], [-7.275, 3.120, 1.512], [-6.433, 0.854, 5.888], [-7.363, 0.647, 4.585], [2.946, -9.231, -2.504], [2.183, -7.926, -2.706], [2.752, -7.046, -3.824], [3.953, -6.376, -3.493], [5.143, -7.107, -3.669], [2.073, -7.228, -1.429], [3.887, -9.053, -1.981], [2.356, -9.912, -1.891], [3.168, -9.720, -3.455], [1.163, -8.180, -3.020], [2.031, -6.255, -4.040], [2.899, -7.636, -4.740], [5.077, -7.764, -4.545], [5.399, -7.721, -2.800], [5.943, -6.384, -3.831], [1.476, -6.410, -1.525], [2.984, -6.831, -1.215], [-4.041, 4.255, 10.684], [-4.045, 3.000, 9.819], [-4.163, 3.280, 8.318], [-5.460, 3.650, 7.887], [-5.796, 5.014, 8.030], [-5.072, 2.085, 10.314], [-5.045, 4.673, 10.770], [-3.702, 4.009, 11.689], [-3.383, 5.022, 10.272], [-3.080, 2.498, 9.950], [-3.931, 2.359, 7.777], [-3.435, 4.041, 8.007], [-4.921, 5.654, 7.872], [-6.221, 5.242, 9.011], [-6.541, 5.243, 7.268], [-5.002, 1.190, 9.840], [-5.984, 2.453, 10.061], [6.930, 1.681, -7.192], [5.604, 1.902, -6.472], [4.657, 2.865, -7.188], [5.010, 4.238, -7.096], [5.957, 4.688, -8.034], [5.868, 2.280, -5.083], [7.598, 2.535, -7.061], [7.429, 0.807, -6.774], [6.783, 1.519, -8.262], [5.072, 0.946, -6.430], [3.673, 2.785, -6.721], [4.557, 2.585, -8.246], [5.826, 4.185, -9.000], [6.989, 4.529, -7.707], [5.797, 5.757, -8.171], [4.977, 2.296, -4.595], [6.209, 3.237, -5.057]], "energy_ha": -2383.318877, "total_charge": -1}

(2)
{"formula": "C24H23F10HfN4S4", "method": "ωB97M-V/def2-TZVPD", "species": ["Hf", "C", "C", "S", "C", "C", "S", "C", "C", "S", "H", "H", "H", "H", "H", "H", "H", "H", "H", "H", "H", "H", "C", "N", "C", "C", "N", "C", "C", "F", "C", "F", "C", "F", "C", "F", "C", "F", "C", "C", "N", "C", "C", "F", "C", "F", "C", "F", "C", "F", "C", "F", "H", "H", "H", "H", "H", "H", "H", "H", "H", "H", "H", "S", "C", "N"], "coordinates": [[-0.370, 0.492, -0.028], [1.979, -1.467, 2.280], [0.679, -2.055, 2.796], [-0.834, -1.609, 1.871], [-1.885, -1.032, 3.229], [-1.421, 0.224, 3.946], [-0.968, 1.584, 2.832], [0.611, 2.100, 3.553], [1.687, 1.023, 3.609], [1.977, 0.308, 1.971], [2.780, -1.711, 2.979], [2.254, -1.891, 1.315], [0.750, -3.143, 2.790], [0.497, -1.753, 3.826], [-2.868, -0.905, 2.784], [-1.964, -1.858, 3.937], [-2.234, 0.566, 4.587], [-0.571, 0.020, 4.594], [0.934, 2.931, 2.923], [0.431, 2.504, 4.549], [2.617, 1.468, 3.964], [1.428, 0.227, 4.305], [-2.352, -2.074, -1.128], [-1.251, -1.182, -1.577], [-1.764, -0.369, -2.716], [-0.821, 0.768, -3.036], [-0.577, 1.557, -1.820], [-0.650, 2.940, -1.889], [-0.567, 3.618, -0.678], [-0.414, 2.797, 0.427], [-0.646, 4.973, -0.477], [-0.552, 5.480, 0.746], [-0.825, 5.779, -1.586], [-0.903, 7.096, -1.462], [-0.909, 5.175, -2.828], [-1.061, 5.931, -3.906], [-0.822, 3.797, -2.985], [-0.870, 3.347, -4.246], [-0.150, -2.066, -2.079], [0.927, -2.098, -1.024], [1.269, -0.703, -0.751], [2.353, -0.127, -1.392], [2.600, 1.229, -1.160], [1.727, 1.877, -0.324], [3.621, 1.972, -1.702], [3.744, 3.258, -1.392], [4.505, 1.360, -2.571], [5.508, 2.037, -3.113], [4.303, 0.024, -2.866], [5.120, -0.588, -3.711], [3.257, -0.695, -2.304], [3.152, -1.975, -2.704], [-2.723, -2.650, -1.979], [-1.986, -2.765, -0.372], [-3.171, -1.496, -0.717], [-1.900, -1.025, -3.581], [-2.734, 0.033, -2.429], [0.131, 0.399, -3.434], [-1.278, 1.359, -3.821], [-0.551, -3.051, -2.322], [0.272, -1.639, -2.988], [0.530, -2.568, -0.119], [1.777, -2.699, -1.327], [-2.968, 1.102, 0.088], [-3.942, 0.028, 0.918], [-4.633, -0.706, 1.485]], "e_above_lowest_ev": 0.192, "energy_ha": -3786.625585, "total_charge": 1}

(3)
{"formula": "C14H31N2O2", "method": "ωB97M-V/def2-TZVPD", "species": ["C", "N", "C", "C", "C", "C", "N", "C", "H", "H", "H", "H", "H", "H", "H", "H", "H", "H", "H", "H", "H", "H", "H", "C", "C", "C", "O", "C", "H", "H", "H", "H", "H", "H", "H", "H", "C", "C", "C", "O", "C", "H", "H", "H", "H", "H", "H", "H", "H"], "coordinates": [[2.885, 4.264, 0.902], [2.348, 2.928, 0.575], [1.236, 2.982, -0.376], [0.093, 3.878, 0.069], [-0.940, 3.272, 1.046], [-2.299, 3.918, 0.627], [-1.925, 4.869, -0.499], [-0.813, 4.111, -1.154], [2.802, 4.943, 0.048], [2.329, 4.676, 1.738], [3.929, 4.188, 1.173], [3.102, 2.441, 0.101], [0.851, 1.971, -0.491], [1.582, 3.339, -1.353], [0.367, 4.853, 0.465], [-0.788, 3.585, 2.070], [-1.075, 2.208, 0.920], [-2.981, 3.207, 0.173], [-2.861, 4.429, 1.399], [-1.548, 5.695, -0.031], [-2.694, 5.176, -1.093], [-0.379, 4.583, -2.022], [-1.257, 3.138, -1.337], [-1.664, -2.622, 1.307], [-0.232, -2.270, 1.694], [-0.137, -0.821, 1.246], [-1.456, -0.265, 1.382], [-2.399, -1.324, 1.610], [-2.070, -3.470, 1.855], [-1.718, -2.848, 0.239], [-0.110, -2.335, 2.777], [0.513, -2.908, 1.225], [0.161, -0.751, 0.192], [0.562, -0.235, 1.844], [-2.718, -1.284, 2.656], [-3.271, -1.167, 0.975], [0.184, -5.510, -2.297], [1.648, -5.140, -2.514], [1.911, -4.214, -1.335], [1.066, -4.664, -0.272], [0.113, -5.606, -0.780], [-0.113, -6.433, -2.791], [-0.464, -4.707, -2.657], [2.275, -6.030, -2.440], [1.845, -4.665, -3.474], [1.646, -3.177, -1.577], [2.948, -4.235, -0.999], [0.391, -6.605, -0.431], [-0.874, -5.364, -0.383]], "e_above_lowest_ev": 1.369, "energy_ha": -811.734514, "total_charge": 1}

(4)
{"formula": "C38H54F6NO4P3S2SbSe4SiTl", "method": "ωB97M-V/def2-TZVPD", "species": ["Tl", "C", "C", "C", "P", "C", "C", "C", "C", "C", "C", "C", "C", "C", "Si", "C", "C", "C", "C", "C", "C", "P", "C", "C", "C", "C", "C", "C", "C", "C", "C", "C", "C", "C", "P", "C", "C", "C", "C", "C", "C", "H", "H", "H", "H", "H", "H", "H", "H", "H", "H", "H", "H", "H", "H", "H", "H", "H", "H", "H", "H", "H", "H", "H", "H", "H", "H", "H", "H", "H", "H", "H", "H", "H", "H", "H", "H", "H", "H", "H", "H", "H", "H", "H", "H", "H", "H", "H", "H", "H", "H", "H", "H", "H", "H", "Se", "Sb", "Se", "Se", "Se", "F", "C", "F", "F", "S", "O", "O", "N", "S", "O", "O", "C", "F", "F", "F"], "coordinates": [[0.807, 1.872, -1.935], [-2.604, 1.088, -3.540], [-3.263, 2.197, -2.728], [-4.695, 2.430, -3.206], [-2.802, 1.933, -0.918], [-4.026, 3.171, -0.172], [-5.396, 2.658, 0.267], [-3.388, 3.969, 0.963], [-3.368, 0.180, -0.598], [-4.669, -0.096, -1.024], [-5.207, -1.368, -1.044], [-4.434, -2.429, -0.622], [-3.144, -2.191, -0.190], [-2.562, -0.914, -0.150], [-0.732, -0.949, 0.487], [0.233, -1.465, 2.114], [-0.328, -2.355, 2.960], [0.115, -2.527, 4.347], [1.365, -1.810, 4.750], [2.072, -1.073, 3.704], [1.534, -0.825, 2.497], [2.493, 0.241, 1.282], [4.259, -0.416, 1.353], [5.131, 0.502, 0.485], [4.996, -0.727, 2.656], [2.498, 1.935, 2.123], [2.763, 2.040, 3.621], [3.367, 2.950, 1.360], [0.020, -2.330, -0.642], [-0.317, -3.536, -0.004], [-0.104, -4.777, -0.563], [0.463, -4.866, -1.819], [0.836, -3.706, -2.461], [0.651, -2.434, -1.904], [1.427, -1.063, -2.876], [3.140, -1.832, -3.012], [4.119, -0.797, -3.562], [3.607, -2.369, -1.655], [0.768, -1.407, -4.601], [-0.667, -1.939, -4.581], [0.872, -0.094, -5.381], [-2.519, 1.370, -4.591], [-3.176, 0.160, -3.464], [-1.598, 0.905, -3.155], [-2.708, 3.125, -2.930], [-5.268, 1.504, -3.253], [-4.641, 2.832, -4.220], [-5.237, 3.159, -2.606], [-4.155, 3.869, -1.005], [-5.308, 1.812, 0.946], [-6.021, 2.373, -0.579], [-5.911, 3.464, 0.794], [-3.349, 3.396, 1.881], [-3.971, 4.875, 1.144], [-2.371, 4.276, 0.714], [-5.280, 0.724, -1.366], [-6.217, -1.526, -1.399], [-4.823, -3.438, -0.640], [-2.563, -3.041, 0.136], [-1.206, -2.922, 2.680], [-0.168, -3.430, 4.876], [1.943, -2.209, 5.574], [3.063, -0.738, 3.959], [4.155, -1.366, 0.823], [5.503, 1.342, 1.069], [4.598, 0.902, -0.379], [5.995, -0.054, 0.117], [4.970, 0.101, 3.364], [6.045, -0.907, 2.412], [4.619, -1.632, 3.129], [1.472, 2.255, 1.956], [3.800, 1.806, 3.858], [2.104, 1.400, 4.206], [2.570, 3.068, 3.932], [4.378, 2.988, 1.765], [2.931, 3.944, 1.472], [3.439, 2.737, 0.292], [-0.749, -3.507, 0.987], [-0.377, -5.670, -0.017], [0.633, -5.830, -2.281], [1.301, -3.776, -3.437], [3.082, -2.658, -3.727], [4.183, 0.071, -2.907], [3.815, -0.438, -4.545], [5.117, -1.230, -3.656], [3.231, -1.739, -0.848], [4.698, -2.385, -1.609], [3.245, -3.379, -1.475], [1.422, -2.141, -5.081], [-1.271, -1.408, -3.847], [-0.704, -2.998, -4.335], [-1.125, -1.801, -5.562], [0.307, 0.700, -4.895], [0.477, -0.202, -6.391], [1.905, 0.248, -5.452], [1.469, 6.620, -4.043], [1.458, 4.170, -4.763], [-0.132, 3.404, -6.399], [3.345, 2.832, -4.038], [0.204, 5.121, -2.686], [-3.589, 1.294, 2.290], [-2.726, 0.511, 2.927], [-3.035, -0.756, 2.615], [-2.916, 0.649, 4.240], [-0.918, 1.119, 2.626], [-0.792, 0.719, 1.035], [-1.178, 2.535, 2.703], [0.055, -1.276, 5.128], [-0.395, -1.432, 6.710], [-1.793, -1.661, 6.799], [0.518, -2.254, 7.441], [-0.017, 0.325, 7.209], [1.271, 0.551, 6.915], [-0.756, 1.208, 6.561], [-0.190, 0.469, 8.514]], "energy_ha": -14563.629876}

(5)
{"formula": "C4H7NO2", "method": "ωB97M-V/def2-TZVPD", "species": ["O", "C", "C", "C", "N", "C", "O", "H", "H", "H", "H", "H", "H", "H"], "coordinates": [[2.557, -0.178, 0.320], [2.558, 0.619, -0.712], [-0.422, -0.140, -0.409], [-0.649, -1.222, 0.586], [-0.059, 0.040, 0.996], [-1.595, 0.652, -0.879], [-2.369, 1.174, -0.109], [1.827, 0.019, 0.965], [1.767, 1.401, -0.498], [0.401, -0.251, -1.112], [0.034, -2.068, 0.582], [-1.674, -1.434, 0.879], [-0.768, 0.635, 1.427], [-1.710, 0.747, -1.975]], "e_above_lowest_ev": 5.208, "energy_ha": -361.689458}

(6)
{"formula": "C3H3NO3", "method": "ωB97M-V/def2-TZVPD", "species": ["C", "C", "C", "N", "O", "O", "O", "H", "H", "H"], "coordinates": [[-1.850, 0.459, -0.268], [0.679, -0.041, -0.533], [-0.631, 0.654, -0.698], [1.024, -0.449, 1.747], [0.784, -1.038, 0.468], [-2.908, 0.341, 0.184], [1.288, -1.248, 2.568], [0.785, -0.631, -1.359], [1.484, 0.570, -0.502], [-0.654, 1.383, -1.605]], "e_above_lowest_ev": 5.064, "energy_ha": -396.438335, "smiles": "O=C=CCON=O"}

no.,HOMO (eV)
1,-4.28
2,-11.03
3,-11.26
4,-7.58
5,-8.51
6,-9.28